Entry 1:
87
Properties=species:S:1:pos:R:3 method="wB97M-V/def2-TZVPD" orbital_gap_ev="4.74 / 5.27" spin_multiplicity=3 relative_energy_ev=2.431 largest_force_ev_per_a=0.88 mol_weight_g_mol=771.8 charge=+3 homo_energy_ev="-14.60 / -14.60"
Mo 1.78 1.68 0.49
C -0.41 2.27 -5.63
C -0.15 2.31 -4.15
C -0.92 1.52 -3.28
C -0.78 1.55 -1.90
C -1.46 0.50 -1.04
N -2.06 1.03 0.12
C -2.86 0.09 0.90
C -3.82 0.70 1.94
C -3.52 0.14 3.34
N -2.37 0.90 3.86
C -1.10 0.71 3.76
C -0.30 -0.48 3.51
C -0.33 -1.66 4.25
C 0.74 -2.56 4.21
C 0.70 -3.83 5.00
C 1.88 -2.21 3.49
C 1.94 -1.06 2.70
C 3.17 -0.60 2.09
N 3.32 0.45 1.35
C 4.69 0.82 0.89
C 4.91 2.33 0.85
C 4.42 3.10 -0.39
N 3.00 2.85 -0.71
C 2.45 3.38 -1.76
C 1.13 3.04 -2.22
C 0.90 3.02 -3.61
C 0.16 2.44 -1.38
O 0.23 2.71 -0.05
C 0.79 -0.25 2.65
O 0.70 0.73 1.78
H -1.48 2.28 -5.83
H 0.03 3.13 -6.13
H 0.01 1.37 -6.07
H -1.65 0.85 -3.71
H -2.23 0.00 -1.62
H -1.42 1.59 0.67
H -3.45 -0.48 0.18
H -2.23 -0.62 1.41
H -3.78 1.79 1.95
H -4.86 0.44 1.70
H -4.34 0.30 4.03
H -3.27 -0.92 3.33
H -2.64 1.84 4.16
H -0.52 1.61 3.95
H -1.16 -1.86 4.91
H -0.27 -3.96 5.48
H 0.87 -4.69 4.35
H 1.46 -3.84 5.78
H 2.75 -2.86 3.54
H 4.06 -1.19 2.32
H 5.41 0.36 1.58
H 4.85 0.37 -0.09
H 4.52 2.77 1.77
H 5.99 2.50 0.89
H 4.58 4.17 -0.24
H 5.01 2.80 -1.26
H 3.06 4.04 -2.39
H 1.60 3.54 -4.26
N 1.88 3.32 2.04
H 1.99 3.00 3.00
H 1.01 3.83 1.98
H 2.62 4.01 1.89
N -5.43 -4.02 -3.63
C -4.38 -3.61 -2.90
C -3.09 -3.52 -3.48
C -2.02 -3.11 -2.74
C -2.17 -2.75 -1.40
C -3.43 -2.87 -0.80
C -4.52 -3.29 -1.53
S -0.81 -2.30 -0.44
O -1.20 -2.28 0.94
O 0.36 -3.04 -0.81
N -0.37 -0.65 -0.83
C 0.82 -0.56 -1.52
S 1.17 -1.37 -2.99
C 2.70 -0.63 -3.08
C 2.87 0.19 -2.03
N 1.81 0.24 -1.14
H -5.32 -4.32 -4.58
H -6.33 -4.15 -3.20
H -2.95 -3.82 -4.51
H -1.04 -3.12 -3.19
H -3.54 -2.70 0.26
H -5.48 -3.41 -1.06
H 3.39 -0.85 -3.87
H 3.75 0.79 -1.86

=====

Entry 2:
86
Properties=species:S:1:pos:R:3 method="wB97M-V/def2-TZVPD" orbital_gap_ev=8.41 spin_multiplicity=1 smiles=COB(O)c1c(CCCCl)c(COCOCCO)cc2c1N(CN)c1ccc(P(O)Cl)cc1S2.c1ccccc1.c1ccccc1 largest_force_ev_per_a=1.94 mol_weight_g_mol=705.5 homo_energy_ev=-8.20
C -1.60 4.95 1.93
O -2.49 3.82 1.96
B -1.85 2.61 1.69
O -1.21 1.98 2.74
C -1.87 1.96 0.23
C -3.09 1.70 -0.41
C -4.42 2.06 0.27
C -4.79 0.99 1.32
C -5.88 1.54 2.26
Cl -5.21 2.77 3.40
C -3.10 1.10 -1.67
C -4.38 0.74 -2.42
O -4.25 -0.56 -3.03
C -4.20 -1.57 -2.09
O -2.88 -2.09 -1.98
C -2.88 -3.35 -1.36
C -3.05 -3.24 0.17
O -1.99 -3.95 0.81
C -1.89 0.81 -2.28
C -0.71 1.06 -1.65
C -0.65 1.63 -0.38
N 0.55 1.90 0.33
C 1.10 3.28 0.05
N 2.52 3.43 0.14
C 1.53 0.87 0.21
C 2.27 0.50 1.32
C 3.20 -0.51 1.23
C 3.43 -1.21 0.07
P 4.62 -2.60 -0.06
O 4.54 -3.01 -1.66
Cl 6.56 -1.88 0.19
C 2.71 -0.83 -1.05
C 1.78 0.18 -0.96
S 0.85 0.64 -2.42
H -2.21 5.83 2.12
H -1.15 5.03 0.93
H -0.81 4.83 2.68
H -1.42 1.04 2.70
H -5.19 2.16 -0.50
H -4.32 3.06 0.72
H -5.17 0.07 0.85
H -3.89 0.72 1.89
H -6.67 2.05 1.71
H -6.32 0.73 2.85
H -4.58 1.50 -3.18
H -5.24 0.69 -1.73
H -4.83 -2.40 -2.45
H -4.54 -1.26 -1.08
H -1.90 -3.82 -1.51
H -3.62 -4.05 -1.79
H -4.00 -3.70 0.49
H -3.02 -2.19 0.50
H -2.23 -4.07 1.73
H -1.93 0.37 -3.27
H 0.66 3.94 0.81
H 0.78 3.67 -0.93
H 3.01 3.02 -0.64
H 2.90 3.15 1.03
H 2.11 1.03 2.25
H 3.76 -0.74 2.14
H 3.65 -3.36 -1.86
H 2.86 -1.33 -2.00
C 0.61 -1.59 3.71
C -0.68 -1.51 3.21
C -1.77 -1.58 4.07
C -1.56 -1.74 5.43
C -0.27 -1.83 5.93
C 0.82 -1.76 5.07
H 1.46 -1.53 3.03
H -0.84 -1.39 2.14
H -2.78 -1.52 3.68
H -2.41 -1.80 6.11
H -0.11 -1.96 7.00
H 1.83 -1.82 5.46
C 6.32 -1.54 -3.82
C 5.95 -1.39 -5.15
C 6.85 -0.84 -6.06
C 8.10 -0.43 -5.63
C 8.46 -0.57 -4.30
C 7.57 -1.13 -3.39
H 5.62 -1.98 -3.11
H 4.97 -1.70 -5.48
H 6.56 -0.72 -7.10
H 8.80 0.00 -6.34
H 9.44 -0.25 -3.96
H 7.85 -1.25 -2.35

=====

Entry 3:
89
Properties=species:S:1:pos:R:3 method="wB97M-V/def2-TZVPD" orbital_gap_ev="4.32 / 4.16" spin_multiplicity=5 largest_force_ev_per_a=1.76 mol_weight_g_mol=940.1 homo_energy_ev="-5.32 / -5.30"
Fe -0.42 0.34 1.11
Br -0.84 7.29 -1.03
C -0.47 5.71 -0.04
C 0.46 4.81 -0.52
C 0.72 3.66 0.20
C 0.05 3.40 1.40
C -0.88 4.33 1.87
C -1.15 5.48 1.15
N 0.26 2.17 2.04
C 0.37 2.12 3.31
C 0.31 0.85 4.00
C 0.53 0.77 5.38
C 0.38 -0.45 6.01
C 0.03 -1.55 5.25
C -0.14 -1.39 3.89
N -0.03 -0.23 3.27
H 0.97 5.01 -1.45
H 1.44 2.93 -0.15
H -1.43 4.11 2.77
H -1.89 6.18 1.49
H 0.51 3.03 3.89
H 0.83 1.66 5.92
H 0.54 -0.53 7.08
H -0.10 -2.52 5.71
H -0.38 -2.24 3.26
C 2.02 -4.18 -2.12
N 1.52 -3.72 -0.85
C 2.17 -4.29 0.33
P 0.41 -2.53 -0.62
O 0.66 -1.64 0.53
O 0.49 -1.75 -2.05
P 0.55 -0.14 -2.31
O 0.01 0.62 -1.17
N -0.34 0.05 -3.69
C -1.76 -0.22 -3.58
C 0.23 -0.20 -5.01
N 2.13 0.17 -2.71
C 2.69 1.38 -2.10
C 3.08 -0.92 -2.89
N -1.09 -3.23 -0.57
C -2.20 -2.50 0.03
C -1.49 -4.11 -1.65
H 1.85 -5.26 -2.23
H 3.09 -4.00 -2.21
H 1.51 -3.67 -2.94
H 2.15 -5.38 0.28
H 1.66 -3.96 1.23
H 3.21 -3.95 0.40
H -2.08 -0.05 -2.55
H -2.01 -1.24 -3.87
H -2.32 0.47 -4.23
H 1.29 0.01 -4.99
H -0.25 0.47 -5.73
H 0.06 -1.23 -5.34
H 1.92 2.15 -2.08
H 3.52 1.73 -2.71
H 3.05 1.20 -1.08
H 2.63 -1.69 -3.52
H 3.40 -1.37 -1.94
H 3.96 -0.53 -3.41
H -1.83 -1.80 0.78
H -2.87 -3.21 0.53
H -2.78 -1.94 -0.71
H -0.63 -4.63 -2.05
H -1.98 -3.55 -2.47
H -2.20 -4.85 -1.28
Te 3.28 -1.07 2.28
C 3.84 -2.87 3.19
C 5.03 -3.54 3.08
C 5.10 -4.73 3.86
C 3.96 -4.97 4.56
S 2.80 -3.73 4.27
H 5.84 -3.18 2.46
H 5.97 -5.38 3.90
H 3.73 -5.79 5.22
N -6.65 6.54 -3.10
C -6.03 5.76 -2.52
C -5.25 4.79 -1.82
C -4.56 3.81 -2.53
C -3.80 2.88 -1.86
C -3.71 2.90 -0.47
C -4.42 3.88 0.24
C -5.18 4.82 -0.43
C -2.89 1.94 0.20
C -2.19 1.12 0.77
H -4.65 3.79 -3.61
H -3.25 2.13 -2.41
H -4.36 3.89 1.32
H -5.72 5.58 0.12